# 1
A 2-piece molecular cluster, C4H13NOS overall at a distorted geometry, computed with the ωB97M-V functional and the def2-TZVPD basis.

XYZ file:
```
20
Properties=species:S:1:pos:R:3:forces:R:3:mulliken_charge:R:1
C -1.126346 -1.087429 -0.240752 1.028 -2.333 0.879 -0.56
C 0.179032 -0.829377 -0.995602 -2.443 5.182 2.794 -0.63
C 0.142960 0.479757 -1.871507 2.246 -0.529 0.597 -0.56
S 0.111670 2.163282 -0.977659 1.315 -0.734 -1.780 -0.14
C -0.371522 1.826570 0.665418 -1.654 -0.920 1.305 -0.92
N -1.139914 -2.605953 -0.055804 2.357 3.150 6.218 -0.61
H -1.305646 -0.518008 0.706602 1.331 -0.938 -0.300 0.27
H -2.000555 -0.737934 -0.670389 -1.788 0.310 -2.104 0.46
H 0.861231 -0.762779 -0.159690 0.965 0.194 -0.237 0.13
H 0.496820 -1.506092 -1.659713 0.590 -3.258 -2.049 0.52
H 1.258943 0.386513 -2.261091 -2.578 0.844 -0.209 0.27
H -0.693862 0.375900 -2.638214 1.379 0.427 0.833 0.33
H 0.195671 1.271139 1.430956 0.261 -1.188 -1.266 0.39
H -1.416572 1.430850 0.474199 1.014 0.804 1.581 0.24
H -0.261027 2.706221 1.293880 -1.037 1.066 -0.726 0.34
H -1.252955 -2.744496 1.072887 -0.282 -0.328 -4.200 0.27
H -1.783491 -2.977696 -0.643526 -2.705 -1.760 -1.311 0.20
H 3.015620 1.683882 2.441581 -0.441 -0.218 0.571 0.33
H 2.647014 0.550790 1.599562 -0.442 -0.310 0.440 0.31
O 2.442929 0.894854 2.488862 0.882 0.538 -1.034 -0.64
```
Forces are in eV/Å.

Gap between HOMO and LUMO   9.02 eV
ΔE to the lowest compared entry with this formula, charge and spin   71.2 kcal/mol
E   -688.2752 Ha
SMILES   CSCCCN.O


# 2
A 2-piece molecular cluster, C4H13NOS overall at a distorted geometry, computed with the ωB97M-V functional and the def2-TZVPD basis.

XYZ file:
```
20
Properties=species:S:1:pos:R:3:forces:R:3:mulliken_charge:R:1
C -0.654005 -1.420972 -1.455429 -2.138 1.154 0.896 -0.48
C -0.420383 -1.113714 0.085852 -1.624 -1.578 -0.940 -0.42
C 0.996750 -0.778437 0.234267 2.480 -0.988 -1.907 -0.54
S 1.347706 0.044652 1.686546 0.116 2.191 1.740 -0.10
C 0.706777 1.657994 1.080851 -0.324 0.951 1.459 -0.74
N -0.442501 -0.177667 -2.295405 0.350 -0.321 1.624 -0.54
H -1.745371 -1.751630 -1.648753 1.723 0.386 0.361 0.28
H -0.003976 -2.275710 -1.662880 0.102 0.243 -0.357 0.37
H -0.679099 -2.037834 0.661445 0.285 0.616 -0.450 0.21
H -0.987767 -0.318957 0.596933 -0.122 -0.324 -0.800 0.21
H 1.334013 -0.101000 -0.625511 -0.064 -1.214 1.133 0.11
H 1.653050 -1.697073 0.262344 -0.647 0.814 -0.485 0.33
H 1.446866 2.128768 0.415676 -0.142 -0.023 0.464 0.29
H -0.241690 1.606633 0.533733 0.209 -0.415 0.078 0.26
H 0.446508 2.305538 1.985983 0.765 -0.703 -1.251 0.31
H -0.063335 -0.462036 -3.168764 0.206 -0.101 -0.930 0.27
H 0.276523 0.457853 -1.879499 -0.946 -0.889 -0.456 0.21
H -2.130129 0.980284 -1.358370 1.133 -0.916 -3.475 0.33
H -2.318624 0.601099 -0.024881 -0.399 0.257 0.576 0.34
O -2.403448 1.378008 -0.584702 -0.962 0.860 2.718 -0.68
```
Forces are in eV/Å.

Gap between HOMO and LUMO   9.46 eV
ΔE to the lowest compared entry with this formula, charge and spin   31.5 kcal/mol
E   -688.3385 Ha
SMILES   CSCCCN.O


# 3
A 2-piece molecular cluster, C4H13NOS overall at a distorted geometry, computed with the ωB97M-V functional and the def2-TZVPD basis.

XYZ file:
```
20
Properties=species:S:1:pos:R:3:forces:R:3:mulliken_charge:R:1
C 1.447684 0.659769 0.470219 -0.593 -1.341 -0.463 -0.79
C 0.627154 -0.562169 0.944569 0.375 0.355 -0.117 -0.41
C -0.249899 -1.182121 -0.131809 -0.131 0.362 -0.157 -0.71
S 0.612233 -2.255116 -1.311293 0.053 -0.015 -0.059 -0.18
C 0.634191 1.755257 -0.195615 0.308 0.808 0.878 -0.37
N -0.275277 2.353340 0.814507 0.004 0.556 -0.348 -0.56
H 2.202757 0.245386 -0.202779 0.057 0.346 -0.203 0.35
H 1.991730 1.097486 1.309676 -0.015 0.025 0.035 0.34
H -0.015012 -0.280044 1.771550 -0.140 0.065 0.235 0.32
H 1.340700 -1.316211 1.292712 -0.190 0.034 0.139 0.34
H -0.827343 -0.442889 -0.687479 0.158 0.050 0.051 0.25
H -1.019765 -1.776908 0.331745 -0.122 -0.492 0.155 0.35
H 1.093022 -1.287544 -2.103522 0.015 -0.006 0.011 0.09
H -0.026080 1.521367 -1.030336 0.442 -0.581 -0.158 0.29
H 1.392782 2.469177 -0.541359 -0.292 0.201 -0.182 0.29
H -0.489825 3.303254 0.517789 -0.077 -0.105 0.113 0.24
H 0.185771 2.451765 1.713017 0.067 -0.101 -0.041 0.19
H -2.179329 1.586161 0.576142 0.123 -0.362 0.219 0.35
H -3.324869 1.012160 1.415721 0.053 -0.051 -0.161 0.29
O -2.851427 0.878353 0.586076 -0.096 0.251 0.052 -0.66
```
Forces are in eV/Å.

Gap between HOMO and LUMO   9.69 eV
ΔE to the lowest compared entry with this formula, charge and spin   7.5 kcal/mol
E   -688.3768 Ha
SMILES   NCCCCS.O


# 4
A 2-piece molecular cluster, C4H13NOS overall at a distorted geometry, computed with the ωB97M-V functional and the def2-TZVPD basis.

XYZ file:
```
20
Properties=species:S:1:pos:R:3:forces:R:3:mulliken_charge:R:1
C 1.141850 -0.485382 0.037944 0.176 -2.840 1.617 -0.72
C 0.686294 0.495011 -0.972254 -0.141 2.397 -0.382 -0.52
C 0.077746 1.815112 -0.425517 0.062 0.096 -1.470 -0.74
S 1.315992 2.822271 0.406209 0.945 -1.311 2.456 -0.23
C 0.072097 -0.945202 1.090257 -0.729 0.552 -1.820 -0.29
N -0.683412 -2.094928 0.470107 0.052 0.592 1.273 -0.68
H 2.041386 -0.266751 0.622004 -0.017 0.852 -0.401 0.31
H 1.466395 -1.416337 -0.498783 -0.268 0.616 0.288 0.38
H -0.023063 0.178987 -1.740840 0.293 -0.692 0.387 0.32
H 1.572846 0.903506 -1.460001 0.129 -0.434 -0.417 0.35
H -0.783776 1.720405 0.223441 -0.206 -0.140 -0.107 0.35
H -0.231196 2.388317 -1.374512 0.370 -0.497 1.636 0.32
H 1.688460 1.873876 1.554091 -0.903 1.870 -2.416 0.12
H -0.613884 -0.054903 1.230680 0.514 -1.220 0.221 0.16
H 0.412531 -1.329268 2.053224 0.676 0.735 -0.013 0.41
H -1.079314 -2.513977 1.312873 -0.519 -0.385 -0.544 0.22
H 0.052910 -2.752093 0.215940 -0.262 -0.029 -0.255 0.25
H -2.730892 0.563869 -0.791591 0.052 -0.021 -0.476 0.30
H -2.127819 -0.801908 -0.638939 0.332 -0.022 -0.673 0.33
O -2.255151 -0.100604 -1.314332 -0.556 -0.117 1.095 -0.64
```
Forces are in eV/Å.

Gap between HOMO and LUMO   9.59 eV
ΔE to the lowest compared entry with this formula, charge and spin   31.1 kcal/mol
E   -688.3391 Ha
SMILES   NCCCCS.O


# 5
A 3-piece molecular cluster, C4H13NOS overall at a distorted geometry, computed with the ωB97M-V functional and the def2-TZVPD basis.

XYZ file:
```
20
Properties=species:S:1:pos:R:3:forces:R:3:mulliken_charge:R:1
C -1.315389 0.455277 1.562038 0.497 -0.218 0.604 -0.55
C -0.068342 -0.259224 1.084074 0.606 0.082 0.458 -0.10
C 1.223442 0.485612 1.415676 0.378 -0.178 -0.633 -0.59
S 2.559408 -0.269031 0.504097 -0.421 0.182 0.233 0.06
C 1.853685 -0.329165 -2.368680 0.470 -0.126 0.482 -1.11
N -2.404902 -0.205080 0.957654 -0.796 -0.296 -0.682 -0.55
H -1.386228 0.341883 2.649941 0.097 0.199 0.205 0.33
H -1.260211 1.521849 1.329174 0.049 0.310 0.068 0.36
H -0.032052 -1.293848 1.415121 -0.041 -0.027 0.242 0.31
H -0.149091 -0.291112 0.014417 0.000 -0.119 -0.634 0.02
H 1.137295 1.527052 1.119035 0.103 0.253 0.122 0.29
H 1.575735 0.456824 2.459281 -0.304 -0.107 0.129 0.42
H 1.333512 -0.922572 -1.608467 0.004 0.164 -0.071 0.17
H 1.917606 0.725336 -2.098753 -0.115 -0.080 0.020 0.32
H 1.255339 -0.424220 -3.267974 -0.127 -0.050 -0.252 0.28
H -2.180725 -0.268132 -0.091048 0.060 -0.496 -0.265 0.34
H -3.266256 0.317720 1.028262 -0.089 0.265 0.047 0.25
H -2.192120 -0.584168 -2.089789 0.341 0.172 0.260 0.23
H 2.867522 -0.728883 -2.489796 -0.251 0.083 -0.203 0.36
O -1.468227 -0.256123 -1.524262 -0.462 -0.013 -0.131 -0.84
```
Forces are in eV/Å.

Gap between HOMO and LUMO   3.30 eV
ΔE to the lowest compared entry with this formula, charge and spin   162.6 kcal/mol
E   -688.1297 Ha


# 6
A 2-piece molecular cluster, C4H13NOS2 overall at a distorted geometry, computed with the ωB97M-V functional and the def2-TZVPD basis.

XYZ file:
```
21
Properties=species:S:1:pos:R:3:forces:R:3:mulliken_charge:R:1
S 0.727068 0.991056 3.560796 0.518 -1.610 1.918 -0.21
S -0.678062 1.566061 2.312802 -0.070 0.170 -2.068 -0.03
C 0.010922 0.817061 0.742114 -0.334 0.029 -0.531 -0.78
C -0.755478 -0.397993 0.098820 -0.132 1.753 0.601 0.29
C -2.183781 -0.025177 -0.315725 -1.762 -0.714 -0.701 -1.28
N 0.000702 -0.646226 -1.099358 0.257 2.062 -1.558 -0.38
C -0.217756 -1.855382 -1.846359 -4.549 1.404 -1.677 -0.95
H 1.781946 1.783497 3.454544 0.188 0.914 -0.444 0.13
H 1.061169 0.575734 0.880128 -0.209 -0.541 0.611 0.16
H 0.166242 1.596187 -0.020687 -0.819 0.079 0.151 0.41
H -0.750135 -1.229190 0.824956 0.090 0.081 -0.548 0.37
H -2.461774 1.050726 -0.481809 0.952 -0.789 -0.120 0.30
H -2.933248 -0.334472 0.407711 -0.038 -0.145 0.357 0.39
H -2.465829 -0.639299 -1.252368 0.433 1.110 1.272 0.32
H -0.304464 0.178177 -1.726614 1.170 -1.684 1.160 0.30
H 0.599319 -2.063129 -2.436443 2.215 -1.454 -0.433 0.39
H -0.996961 -1.702439 -2.762507 1.068 -0.013 1.871 0.23
H -0.781076 -2.578491 -1.263047 0.943 -0.678 0.108 0.33
H 3.732423 0.479824 -0.155822 0.722 -1.550 -0.831 0.32
H 3.038887 1.110351 1.000739 0.790 0.794 -1.975 0.33
O 3.409888 1.323126 0.078119 -1.434 0.780 2.837 -0.63
```
Forces are in eV/Å.

Gap between HOMO and LUMO   9.26 eV
ΔE to the lowest compared entry with this formula, charge and spin   49.5 kcal/mol
E   -1086.5025 Ha
SMILES   CN[C@H](C)CSS.O